# 1
Below is a cluster of 3 separate species, C20H33BClN3O9P in total at a distorted geometry, with properties calculated with ωB97M-V/def2-TZVPD.

- HOMO-LUMO gap: 7.263 eV
- LUMO energy: -4.57 eV
- Total energy: -66654.6087 eV
- ΔE to the lowest compared entry with this formula, charge and spin: 0.000 eV
- Total charge: +1
- HOMO level: -0.435 Ha

Cartesian coordinates (Å):
1 C 2.47910 -2.96577 -0.81010
2 O 2.01740 -1.81070 -1.56004
3 B 2.95881 -0.75341 -1.51584
4 O 4.18634 -0.90332 -2.17023
5 C 2.48081 0.57946 -0.72931
6 C 2.22555 1.87195 -1.44283
7 P 2.41874 2.11513 -3.28723
8 N 1.78627 3.52667 -3.68128
9 C 1.76542 3.04244 -0.69727
10 N 1.54995 2.97259 0.66547
11 C 1.76267 1.80916 1.36983
12 C 1.44262 1.80872 2.90375
13 C -0.15033 1.60442 3.01185
14 C -0.67173 0.30512 2.29902
15 C -2.26917 0.17413 2.37615
16 N -2.72178 -0.39397 1.07523
17 C -3.52743 0.51211 0.32482
18 C -4.83174 -0.01739 -0.36232
19 O -3.22316 1.69000 0.18341
20 C 2.23876 0.55059 0.73721
21 Cl 2.47702 -0.91226 1.73723
22 H 3.51911 -2.77870 -0.40658
23 H 1.79355 -3.20004 0.05415
24 H 2.53295 -3.90019 -1.43134
25 H 3.97431 -1.30389 -3.03928
26 H 1.66789 1.12016 -3.99377
27 H 3.80197 2.03302 -3.61732
28 H 1.03057 3.38286 -4.35875
29 H 1.54135 4.00558 -1.21369
30 H 1.21915 3.78118 1.20332
31 H 1.72404 2.80727 3.35347
32 H 1.97935 1.00817 3.46819
33 H -0.60181 2.51014 2.49459
34 H -0.48889 1.68967 4.08506
35 H -0.41491 0.22313 1.21271
36 H -0.19249 -0.57475 2.81815
37 H -2.71076 1.18010 2.59239
38 H -2.56093 -0.57877 3.16148
39 H -3.14662 -1.31391 1.17635
40 H -4.65794 -0.29070 -1.43307
41 H -5.27499 -0.90711 0.16073
42 H -5.61206 0.79482 -0.36140
43 C -5.00904 4.33686 -5.29854
44 C -5.05381 3.70495 -3.92637
45 C -4.13855 2.52367 -3.76539
46 O -4.79487 1.77010 -2.74690
47 C -6.12329 2.06751 -2.83766
48 O -6.98448 1.47812 -2.26411
49 O -6.33318 3.12113 -3.67111
50 H -4.04306 4.81108 -5.48045
51 H -5.18786 3.59387 -6.07936
52 H -5.79411 5.08879 -5.39677
53 H -4.87114 4.46292 -3.15751
54 H -3.13530 2.80973 -3.44906
55 H -4.06682 1.90176 -4.66280
56 C 3.31888 -4.12385 4.76304
57 C 3.57154 -5.26008 3.79909
58 C 5.01740 -5.65330 3.68061
59 O 5.07398 -6.19700 2.36174
60 C 4.09256 -5.58948 1.64400
61 O 3.97604 -5.66842 0.46128
62 O 3.26199 -4.87440 2.45623
63 H 3.52381 -4.42825 5.79038
64 H 3.94213 -3.25853 4.52253
65 H 2.28082 -3.79102 4.69516
66 H 2.94120 -6.11746 4.05588
67 H 5.31248 -6.39779 4.41937
68 H 5.70574 -4.80462 3.73385

Atom charges from the natural (NBO) analysis, given in e for atoms 1 to 5: atom 1 (C): -0.27, atom 2 (O): -0.75, atom 3 (B): 1.18, atom 4 (O): -0.89, atom 5 (C): -0.22


# 2
Below is a structure of composition C20H33BeFO4 at a distorted geometry, with properties calculated with ωB97M-V/def2-TZVPD.

- HOMO-LUMO gap: 1.246 eV
- LUMO energy: -12.45 eV
- Total energy: -32557.2463 eV
- ΔE to the lowest compared entry with this formula, charge and spin: 0.000 eV
- Total charge: +2
- HOMO level: -0.503 Ha

Cartesian coordinates (Å):
1 C 1.65957 2.39447 -0.97169
2 C 2.09100 1.63926 -0.14527
3 C 2.67905 0.81394 0.92521
4 C 3.84772 -0.00675 0.32925
5 C 3.66369 -1.53315 0.30826
6 C 3.23901 -2.17718 -1.03857
7 C 2.36723 -1.34184 -1.98196
8 C 0.87577 -1.39912 -1.56373
9 C 0.04558 -0.32208 -2.28570
10 C -1.08104 -0.88048 -3.16166
11 C -2.13429 -1.68449 -2.39106
12 C -2.91800 -0.83253 -1.38358
13 C -3.95052 -1.69298 -0.65346
14 C -4.91171 -0.82078 0.15695
15 C -5.49618 -1.60135 1.40415
16 O -5.78091 -0.74445 2.44462
17 C -7.00473 -0.03742 2.30858
18 O 1.75849 0.08157 1.72824
19 C 2.42128 -0.07343 2.93589
20 O 2.23117 -0.88332 3.75417
21 O 3.42329 0.89990 3.04931
22 C 3.08000 1.81728 2.02065
23 C 4.07824 2.92164 1.68830
24 C 3.26996 4.23716 1.53435
25 F 4.89998 3.12806 2.77425
26 H 1.53203 3.05190 -1.80116
27 H 4.70662 0.18405 0.98161
28 H 4.12041 0.40774 -0.63711
29 H 4.64236 -1.94494 0.55051
30 H 2.99050 -1.89476 1.08162
31 H 2.63213 -3.04858 -0.78221
32 H 4.10424 -2.58419 -1.55979
33 H 2.71738 -0.32309 -2.14848
34 H 2.41603 -1.83453 -2.95705
35 H 0.83857 -1.27606 -0.47722
36 H 0.52129 -2.40442 -1.78599
37 H -0.35948 0.34998 -1.52473
38 H 0.66530 0.31270 -2.92426
39 H -0.63403 -1.53843 -3.91473
40 H -1.51770 -0.04976 -3.72087
41 H -1.63771 -2.52043 -1.89836
42 H -2.85530 -2.09125 -3.10279
43 H -2.22351 -0.44763 -0.63346
44 H -3.40788 -0.01891 -1.91916
45 H -4.55798 -2.24770 -1.37375
46 H -3.45534 -2.43975 -0.03066
47 H -5.77101 -0.56298 -0.46647
48 H -4.46385 0.12573 0.45976
49 H -6.38309 -2.15949 1.08409
50 H -4.76299 -2.33459 1.73627
51 H -6.88863 0.72608 1.53164
52 H -7.24210 0.45581 3.24613
53 H -7.80629 -0.74376 2.08360
54 H 2.12435 2.23524 2.36353
55 H 4.69120 2.72112 0.81078
56 H 3.72949 4.88000 0.72865
57 H 2.22714 4.08721 1.25085
58 H 3.29477 4.79634 2.51006
59 Be 3.65944 6.22936 1.45369

Atom charges from the natural (NBO) analysis, given in e for atoms 1 to 5: atom 1 (C): -0.19, atom 2 (C): -0.05, atom 3 (C): 0.17, atom 4 (C): -0.43, atom 5 (C): -0.42


# 3
Below is a structure of composition C20H33BrN9O2V, with properties calculated with ωB97M-V/def2-TZVPD.

- HOMO-LUMO gap (alpha / beta): 7.764 / 8.433 eV
- LUMO energy (alpha / beta): -3.49 / -2.83 eV
- Total energy: -134508.7528 eV
- ΔE to the lowest compared entry with this formula, charge and spin: 0.147 eV
- Total charge: +1
- HOMO level (alpha / beta): -0.414 / -0.414 Ha
- Spin multiplicity: 2

Cartesian coordinates (Å):
1 V 0.25413 -0.70282 -0.17453
2 O -0.26695 1.79084 -3.43358
3 C 0.18598 1.03944 -2.58553
4 N -0.31463 0.81748 -1.34551
5 C -1.55362 1.53762 -1.10104
6 C -2.50637 0.61689 -0.43260
7 C -3.86664 0.88974 -0.32933
8 C -4.69752 -0.05207 0.23652
9 C -4.14486 -1.25009 0.67933
10 C -2.78614 -1.42922 0.57111
11 N -1.96909 -0.50482 0.03857
12 C 1.45148 0.29305 -2.83049
13 C 2.20840 0.53740 -3.96436
14 C 3.43826 -0.08005 -4.07849
15 C 3.86785 -0.89351 -3.03922
16 C 3.03613 -1.09099 -1.95443
17 N 1.82603 -0.53339 -1.85516
18 H -1.96941 1.90225 -2.04110
19 H -1.38432 2.40455 -0.45519
20 H -4.25106 1.82361 -0.71696
21 H -5.76084 0.12906 0.32077
22 H -4.75432 -2.02916 1.11373
23 H -2.31728 -2.32568 0.94615
24 H 1.81392 1.21699 -4.70607
25 H 4.06332 0.08368 -4.94600
26 H 4.83673 -1.37182 -3.06062
27 H 3.36698 -1.71092 -1.13385
28 N -1.42770 -3.96911 -2.19612
29 C -0.71218 -3.16693 -1.41591
30 O -0.63808 -1.94532 -1.64767
31 C 0.03903 -3.68637 -0.23178
32 C 1.16091 -2.68473 -0.03157
33 H -1.93088 -3.57825 -2.97701
34 H -1.47258 -4.95842 -2.02792
35 H 0.38144 -4.71318 -0.38617
36 H -0.63546 -3.69425 0.62952
37 H 1.87234 -2.80744 -0.83972
38 H 1.64781 -2.80212 0.93254
39 C 1.81197 2.97032 2.83494
40 N 1.96683 2.15528 1.63698
41 C 1.54638 2.78397 0.39719
42 C 2.39398 0.87722 1.67507
43 N 2.01661 -0.00661 0.77267
44 N 3.25172 0.53976 2.67662
45 C 4.32939 1.43599 3.08145
46 C 3.46131 -0.85510 3.02814
47 H 0.83456 3.45543 2.79961
48 H 2.57985 3.74414 2.90548
49 H 1.86357 2.34182 3.72104
50 H 1.98905 3.78028 0.34499
51 H 0.46204 2.87765 0.35476
52 H 1.89026 2.19359 -0.44678
53 H 2.61392 -0.82114 0.83168
54 H 4.31781 2.34072 2.48148
55 H 5.28707 0.93548 2.92393
56 H 4.24988 1.70502 4.13591
57 H 4.24038 -1.32050 2.41148
58 H 2.52906 -1.40810 2.93942
59 H 3.78686 -0.90329 4.06658
60 N -1.63423 3.25444 2.49614
61 N -1.30826 1.89883 2.17992
62 H -2.22157 3.32541 3.32018
63 H -2.14445 3.64891 1.71660
64 H -2.05311 1.25359 2.42858
65 H -0.50800 1.62552 2.73656
66 Br -0.21598 -1.28106 2.29086

Atom charges from the natural (NBO) analysis, given in e for atoms 1 to 5: atom 1 (V): 1.47, atom 2 (O): -0.60, atom 3 (C): 0.63, atom 4 (N): -0.71, atom 5 (C): -0.28